The following is a quantum chemistry calculation of a cluster of 2 separate species, C34H42N3O2 in total at a distorted geometry, from the OMol25 dataset.

Atoms and positions in Å:
C (-2.5828, 3.8353, 1.6758)
O (-1.9782, 2.8831, 0.7771)
C (-0.6413, 2.9946, 0.6855)
O (0.0087, 3.7128, 1.4292)
C (-0.0622, 2.1631, -0.4309)
C (-0.2102, 2.9204, -1.7846)
C (1.1980, 3.3278, -2.1996)
C (2.1532, 2.4836, -1.3485)
N (1.3615, 1.9573, -0.2605)
C (1.9067, 1.1300, 0.6813)
C (1.3919, 0.8685, 1.9483)
C (2.2045, 0.1721, 2.9553)
C (3.6714, -0.1103, 2.6343)
C (3.8136, -0.5252, 1.1785)
C (3.2547, 0.5619, 0.2573)
H (-3.6555, 3.6531, 1.5960)
H (-2.2242, 3.6582, 2.6964)
H (-2.3353, 4.8578, 1.3716)
H (-0.6166, 1.2080, -0.4272)
H (-0.6347, 2.2268, -2.5171)
H (-0.8762, 3.7873, -1.7067)
H (1.3892, 3.1602, -3.2646)
H (1.3788, 4.3902, -2.0021)
H (2.5362, 1.6730, -1.9809)
H (3.0238, 3.0588, -1.0046)
H (0.3987, 1.2083, 2.2413)
H (2.2508, 0.8744, 3.7914)
H (1.7087, -0.7391, 3.3075)
H (4.2536, 0.8078, 2.8047)
H (4.0555, -0.8805, 3.3173)
H (4.8687, -0.7105, 0.9515)
H (3.2549, -1.4548, 0.9933)
H (3.1843, 0.1198, -0.7483)
H (3.9906, 1.3816, 0.1731)
C (-0.5758, -4.0959, 5.1048)
N (-0.6909, -2.6500, 4.9904)
C (0.1138, -1.7604, 5.6152)
C (-0.1852, -0.4501, 5.1494)
C (0.6325, 0.6920, 5.1708)
C (0.1102, 2.0122, 5.4353)
C (0.4776, 3.0894, 4.6032)
C (0.0943, 4.3898, 4.8939)
C (-0.7015, 4.6597, 6.0402)
N (-1.1095, 5.9350, 6.3083)
C (-0.5566, 7.0659, 5.5922)
C (-0.3329, 6.7447, 4.1280)
C (0.5034, 5.4829, 3.9712)
C (-1.6970, 6.2930, 7.5829)
C (-2.5714, 5.1807, 8.1430)
C (-1.8415, 3.8429, 8.1510)
C (-1.0635, 3.5807, 6.9017)
C (-0.6935, 2.2946, 6.5680)
C (-1.3584, -0.5883, 4.2994)
C (-1.8951, 0.3079, 3.3831)
C (-2.5502, -0.2217, 2.2567)
C (-2.6859, -1.6084, 2.0781)
C (-2.2377, -2.5138, 3.0549)
C (-1.5990, -1.9826, 4.1639)
H (-0.7728, -4.5718, 4.1429)
H (0.4355, -4.3355, 5.4446)
H (-1.2816, -4.4885, 5.8468)
H (0.8781, -2.0650, 6.3163)
H (1.6654, 0.5157, 5.5050)
H (1.0921, 2.8987, 3.7262)
H (-1.2562, 7.9020, 5.7185)
H (0.4034, 7.3529, 6.0560)
H (-1.3032, 6.6199, 3.6308)
H (0.1860, 7.5794, 3.6508)
H (1.5681, 5.7216, 4.1230)
H (0.4144, 5.1137, 2.9448)
H (-0.9043, 6.5565, 8.3102)
H (-2.2959, 7.2002, 7.4286)
H (-2.8754, 5.4404, 9.1603)
H (-3.4827, 5.0981, 7.5386)
H (-1.1465, 3.8149, 9.0037)
H (-2.5556, 3.0270, 8.3067)
H (-1.0063, 1.4782, 7.2245)
H (-1.7777, 1.3766, 3.5438)
H (-2.9385, 0.4618, 1.4950)
H (-3.1567, -1.9962, 1.1749)
H (-2.3093, -3.6010, 2.9580)

Calculated values
HOMO-LUMO gap ... 5.1 eV
Energy above the lowest of the compared OMol25 structures with the same formula, charge and spin ... 90.2 kJ/mol
F_max ... 4.10 eV/A
Calculated total energy ... -1635.279175 hartree
Charge ... +1